Here is a cluster of 2 separate species, C4H12N2O in total at a distorted geometry from OMol25. Energies are from ωB97M-V/def2-TZVPD.

Calculated values
E_LUMO (alpha / beta), Ha: 0.0313 / 0.0214
E_HOMO (alpha / beta), eV: -5.97 / -10.02
Spin multiplicity: 3
Relative energy (zero: lowest compared OMol25 entry of this formula, charge and spin), kcal/mol: 2.0
Total energy, eV: -9366.122
Frontier orbital gap (alpha / beta), eV: 6.82 / 10.60

```
19
Properties=species:S:1:pos:R:3:forces:R:3
C 1.98176 -1.17300 0.68129 -0.27 -0.07 0.20
C -0.21743 -1.62736 -0.45425 -0.15 0.15 0.29
C 0.50845 -0.74068 0.55740 0.35 0.16 -0.18
C 0.43487 0.68974 0.15190 0.76 -0.52 -0.21
N -2.15794 2.09661 -1.29503 0.37 -0.35 0.40
N -2.02894 0.89547 -0.67538 -1.24 0.37 -0.63
O 0.51659 1.70186 1.05671 -0.06 0.40 0.62
H 2.51343 -0.54320 1.39010 0.11 0.05 0.08
H 2.47387 -1.09656 -0.28668 0.03 0.02 -0.07
H 2.04237 -2.20639 1.01564 0.11 -0.17 0.06
H 0.32196 -1.63560 -1.39779 0.08 -0.01 -0.17
H -1.21208 -1.22900 -0.63358 -0.01 -0.18 -0.09
H -0.28590 -2.64746 -0.08505 0.04 -0.16 -0.02
H 0.02943 -0.85822 1.53756 -0.06 0.03 0.06
H 0.81130 0.98349 -0.81318 0.00 0.09 -0.21
H -1.92484 2.93472 -0.76315 -0.15 -0.18 -0.09
H -1.72012 2.07477 -2.20716 -0.05 0.09 0.11
H -2.34903 0.99869 0.28904 0.09 0.32 -0.02
H 0.26225 1.38210 1.93162 0.05 -0.02 -0.11
```
Positions in Å, forces in eV/Å.